(1)
14
Properties=species:S:1:pos:R:3 method="wB97M-V/def2-TZVPD" multiplicity=1 total_charge=0 orbital_gap_ha=0.382 homo_energy_ev=-9.4
C 1.33 1.28 -0.48
C 0.18 0.36 -0.25
N -1.21 0.85 -0.31
C -0.80 0.14 0.87
C -0.77 -1.38 0.68
C 0.20 -1.13 -0.50
O 0.77 -1.81 -1.31
H 2.23 0.92 0.04
H 1.10 2.29 -0.13
H 1.56 1.31 -1.55
H -1.83 0.29 -0.89
H -0.80 0.65 1.83
H -1.66 -1.98 0.44
H -0.30 -1.78 1.58

---

(2)
14
Properties=species:S:1:pos:R:3 method="wB97M-V/def2-TZVPD" multiplicity=1 total_charge=0 orbital_gap_ha=0.311 homo_energy_ev=-7.5
C -2.29 0.23 0.00
C -0.83 -0.09 0.03
C -0.30 -1.33 -0.07
O 1.08 -1.27 -0.12
C 1.40 0.03 -0.04
N 2.73 0.33 -0.20
C 0.29 0.81 0.09
H -2.62 0.74 0.91
H -2.88 -0.69 -0.11
H -2.55 0.89 -0.84
H -0.73 -2.31 0.04
H 3.38 -0.44 -0.12
H 3.04 1.22 0.15
H 0.27 1.87 0.29

---

(3)
14
Properties=species:S:1:pos:R:3 method="wB97M-V/def2-TZVPD" multiplicity=1 total_charge=0 orbital_gap_ha=0.349 homo_energy_ev=-8.8
C 0.23 1.41 -1.40
C -0.25 1.78 -0.02
C -1.01 1.04 0.74
O -1.70 0.40 1.45
H 1.30 1.20 -1.41
H 0.04 2.22 -2.10
H -0.28 0.51 -1.76
H 0.06 2.73 0.43
C 0.34 -2.05 -0.76
C 0.26 -1.99 0.45
N 0.15 -1.96 1.80
H 0.40 -2.16 -1.82
H -0.57 -1.32 2.12
H 1.03 -1.81 2.28

---

(4)
14
Properties=species:S:1:pos:R:3 method="wB97M-V/def2-TZVPD" multiplicity=1 total_charge=0 orbital_gap_ha=0.399 homo_energy_ev=-9.8
C 0.20 1.35 -0.94
N 1.31 1.76 -1.41
C 1.30 0.59 -0.53
C 2.15 -0.01 0.47
O 1.78 -0.69 -0.77
H -0.86 1.57 -1.01
H 3.19 0.30 0.51
H 1.75 -0.45 1.37
C -2.35 -0.51 0.09
C -1.26 -0.98 0.68
H -3.08 0.10 0.63
H -2.57 -0.71 -0.96
H -1.04 -0.77 1.73
H -0.52 -1.56 0.14

---

(5)
14
Properties=species:S:1:pos:R:3 method="wB97M-V/def2-TZVPD" multiplicity=1 total_charge=0 orbital_gap_ha=0.401 homo_energy_ev=-9.9
H -1.67 1.45 2.27
N -1.43 0.68 1.69
C -1.86 0.77 0.53
O -1.44 -0.11 -0.43
C -0.37 -0.99 0.08
C 0.73 -0.86 -0.96
C 1.78 0.16 -0.71
C 2.68 0.94 -0.54
H -2.55 1.58 0.19
H -0.84 -1.96 0.10
H 0.10 -0.85 1.10
H 1.22 -1.83 -1.08
H 0.19 -0.62 -1.87
H 3.47 1.65 -0.38

---

(6)
14
Properties=species:S:1:pos:R:3 method="wB97M-V/def2-TZVPD" multiplicity=1 total_charge=0 orbital_gap_ha=0.361 homo_energy_ev=-9.1
C 0.78 0.89 -1.31
C -0.24 -0.28 -1.03
C -1.37 0.14 -0.10
C -0.96 -0.15 1.15
C 0.34 -0.85 0.98
O 1.18 -1.17 1.98
N 0.64 -1.12 -0.22
H 1.80 0.52 -1.17
H 0.62 1.69 -0.57
H 0.70 1.28 -2.32
H -0.59 -0.73 -1.97
H -2.32 0.58 -0.38
H -1.46 0.07 2.09
H 0.83 -0.85 2.82